Record 1
The following is a quantum chemistry calculation of a cluster of 6 separate species, C5H24N2O5 in total at a distorted geometry, from OMol25.

Geometry as XYZ:
```
36
Properties=species:S:1:pos:R:3:forces:R:3:nbo_charge:R:1
O -1.05906 -2.68001 0.76707 -0.384 -0.315 -0.167 -0.988
O -1.77387 -0.77271 2.56954 -0.474 -0.785 0.301 -0.982
O -2.95729 -0.87146 0.10603 -0.006 -0.017 0.296 -0.972
O -2.04736 1.76285 1.46089 -0.326 -0.085 0.325 -0.972
O 3.19859 -1.24466 -1.56154 -0.329 0.456 -0.060 -0.965
N 0.98877 0.95181 -1.66109 -0.358 -0.392 0.383 -0.661
N 1.03483 2.09709 1.83107 0.335 0.496 0.019 -0.850
C 1.67580 -0.24007 1.24051 0.519 -0.463 -0.369 -0.639
C 1.45196 1.19638 0.75013 -0.936 -0.161 0.430 -0.059
C -0.04524 -1.07792 -2.59232 -0.152 -0.233 0.351 -0.627
C 0.02475 0.44186 -2.64837 0.524 -0.247 -0.039 -0.216
C 0.37501 1.25040 -0.35811 1.009 0.241 0.048 -0.219
H 2.67900 -1.91961 -1.11260 0.078 0.011 -0.015 0.462
H 2.37480 1.59231 0.31937 -0.018 -0.008 0.064 0.192
H -1.90541 2.70217 1.30814 -0.068 0.072 0.066 0.489
H 0.88688 -1.54738 -2.90084 0.069 0.141 -0.162 0.222
H -2.53460 -0.13109 -0.33672 -0.083 0.212 -0.114 0.477
H -1.37273 -1.57433 2.16351 0.023 0.279 0.176 0.506
H 1.34043 -0.97214 0.49901 0.112 0.052 0.037 0.210
H -0.98087 0.84420 -2.46956 0.077 0.228 -0.212 0.163
H -1.48470 -3.54642 0.85948 0.262 0.253 -0.042 0.479
H 1.16884 -0.49677 2.17164 -0.261 0.355 0.003 0.204
H -0.85711 -1.46227 -3.21544 0.048 0.040 0.047 0.211
H -0.40812 0.52549 -0.14514 -0.029 -0.085 -0.044 0.185
H -0.06199 2.25519 -0.33833 -0.147 -0.042 -0.095 0.178
H -2.76051 1.68456 2.11800 0.303 0.150 -0.338 0.491
H 1.47583 1.77574 -1.98285 -0.101 0.053 -0.174 0.370
H -2.79200 -0.68399 1.06183 -0.112 -0.037 -0.378 0.502
H -1.18372 -0.05434 2.37636 0.514 0.518 -0.160 0.477
H -0.21601 -1.41640 -1.56287 -0.136 0.041 -0.103 0.205
H -1.73261 -2.13158 0.29252 0.209 -0.240 0.089 0.503
H 2.58759 -0.47336 -1.60172 0.238 -0.414 0.052 0.488
H 0.38427 0.72512 -3.64089 -0.276 0.187 0.043 0.200
H 2.73673 -0.42505 1.42620 -0.041 -0.047 -0.061 0.223
H 1.66897 2.05646 2.62113 0.069 -0.038 -0.125 0.359
H 0.12014 1.85997 2.18596 -0.153 -0.176 -0.070 0.355
```
Forces are in eV/Å.

Its structure (SMILES) is CCNC[C@H](C)N.O.O.O.O.O. The value obtained for the max |F| is 1.04 eV Å⁻¹. The calculation puts the HOMO-LUMO gap at 9.58 eV. The calculation puts the energy above the lowest of the compared OMol25 structures with the same formula, charge and spin at 48.5 kJ/mol. As for the net charge: 0.

Record 2
The following is a quantum chemistry calculation of the molecule C5H7NO2 at a distorted geometry, from OMol25.

Geometry as XYZ:
```
15
Properties=species:S:1:pos:R:3:forces:R:3:nbo_charge:R:1
O 2.01365 -0.45104 -0.85768 -0.268 0.705 -0.913 -0.704
O -3.47830 0.38644 0.66053 -3.000 1.733 1.630 -0.517
N -1.66463 -0.67241 -0.31278 -0.174 -0.159 -0.867 -0.538
C 0.41634 -0.92527 1.02136 1.110 -0.378 -3.084 -0.437
C 0.60696 1.48238 -0.23273 -2.384 -0.489 1.204 -0.657
C 0.80836 -0.02220 -0.24987 0.228 -2.000 1.490 0.273
C -0.33101 -1.05597 -0.31157 0.690 3.223 2.617 -0.082
C -2.54415 -0.12060 0.25484 2.076 -1.177 -1.294 0.853
H -0.07905 1.77133 -1.05320 0.818 0.141 0.034 0.224
H 0.92657 -1.83878 1.35750 0.258 0.818 -0.294 0.231
H 2.10058 0.01218 -1.72886 -0.176 -0.625 1.048 0.471
H -0.00086 1.75209 0.68554 0.755 -0.234 -0.863 0.225
H -0.15457 -1.92213 -0.79394 0.713 -2.539 -1.896 0.217
H -0.15434 -0.42833 1.72523 -0.829 0.981 1.493 0.204
H 1.53444 2.03231 -0.16439 0.183 0.000 -0.306 0.238
```
Forces are in eV/Å.

Its structure (SMILES) is C[C@@]1(O)C[C@H]1N=C=O. The value obtained for the max |F| is 4.21 eV Å⁻¹. The calculation puts the HOMO-LUMO gap at 10.04 eV. The calculation puts the energy above the lowest of the compared OMol25 structures with the same formula, charge and spin at 169.2 kJ/mol. As for the net charge: 0.

Record 3
The following is a quantum chemistry calculation of a structure of composition C12H48N3NiO21 at a distorted geometry, from OMol25.

Geometry as XYZ:
```
85
Properties=species:S:1:pos:R:3:forces:R:3:mulliken_spin:R:1
Ni 0.14960 0.58543 -0.17737 1.023 -0.962 -0.021 1.790
O 5.63262 -2.74706 -0.94122 2.309 -0.266 -0.633 0.000
O 0.36255 2.70817 0.00868 0.320 -0.890 1.238 0.032
O -2.07138 1.42392 3.46385 0.226 0.166 0.046 0.000
O 1.13291 0.06556 1.61593 -0.681 0.882 -1.326 0.017
O 2.08064 0.37095 -1.03756 -0.802 2.027 -0.647 0.055
O 0.65984 4.54442 -1.88188 -0.095 0.251 0.394 0.000
O -0.06760 0.32931 -4.03469 0.980 -0.492 -1.228 0.001
O 2.62844 -4.81727 2.39012 -0.596 0.862 -0.437 0.000
O -2.37797 -2.53237 1.08407 0.376 -0.693 -1.448 0.001
O -0.35446 -1.48737 -0.45342 0.495 0.095 -1.108 0.034
O -0.68933 1.01604 -2.17644 0.216 1.531 4.692 0.014
O 3.73307 -1.89227 -0.98534 -3.439 3.246 -2.624 0.000
O -4.22437 2.59191 -3.15987 -0.635 -0.368 0.586 0.000
O 2.44263 0.10809 -5.01605 0.330 0.829 -0.504 0.000
O -1.66576 0.79049 0.78046 -0.468 0.388 -0.944 0.043
O 5.21540 -0.31915 2.37078 0.432 -0.862 0.666 0.000
O 4.26994 -3.01436 0.68429 0.238 -0.623 1.385 0.000
O 2.21869 -1.45134 2.70168 -0.593 0.476 -0.451 0.003
O -2.05357 -1.94070 3.60536 -0.568 -0.803 0.070 0.000
O 1.27035 0.13511 3.73987 -1.096 1.582 2.100 0.003
O -2.04026 1.00486 -3.79033 -2.575 0.877 -0.740 0.003
N 4.56776 -2.52894 -0.39389 0.654 -1.985 1.383 0.000
N -0.94175 0.81275 -3.33369 1.131 -1.830 -1.921 0.001
N 1.53341 -0.42697 2.70537 1.474 -2.294 -0.633 0.004
C -2.58152 1.76380 0.27583 -1.121 0.170 0.067 -0.001
C 1.66496 -4.45835 1.37814 -0.087 -0.835 -0.242 0.000
C 2.66534 1.38495 -1.89273 0.614 -0.784 -0.280 -0.001
C -3.31952 0.91870 3.84351 -0.948 0.028 0.333 0.000
C -5.23891 1.72707 -2.67128 -0.422 0.631 0.349 0.000
C -0.10801 4.43860 -3.06625 -0.024 -0.581 -0.998 0.000
C 2.97377 -1.09084 -4.49428 -0.625 0.134 -0.374 0.000
C 0.14508 -2.37767 -1.45889 1.001 0.397 -0.776 -0.004
C -2.70611 -2.82905 4.51369 -0.005 1.077 1.685 0.000
C -3.64670 -2.25640 0.54700 -0.470 0.098 0.700 0.000
C 0.53565 3.39023 1.26349 -0.655 0.547 -0.460 -0.001
C 4.67114 0.62919 1.52591 -0.474 1.382 -0.429 0.000
H 2.02294 1.69655 -2.71633 -0.365 -0.154 0.284 0.000
H 1.44009 3.99765 1.29710 0.519 -0.630 0.013 0.000
H -3.76009 0.49402 2.94148 -0.118 -0.265 0.263 0.000
H -0.45579 5.40826 -3.42253 -0.059 0.023 0.103 0.000
H 2.21200 -1.70683 -4.01642 -0.016 0.059 0.273 0.000
H 3.76056 -0.84567 -3.78088 0.123 -0.424 -0.072 0.000
H -4.91778 0.91038 -2.02475 0.611 -0.256 -0.286 0.000
H -1.66335 1.84943 4.22151 0.369 -0.031 -0.108 0.000
H -3.27595 -3.65883 4.09553 0.575 0.198 -0.596 0.000
H 4.65797 0.37538 0.46595 0.360 -0.364 -0.104 0.000
H 3.53619 0.92056 -2.35539 0.004 0.028 -0.121 0.001
H -0.23456 4.16119 1.28577 -0.463 -0.104 0.444 0.001
H -5.85649 1.32850 -3.47616 -0.005 -0.117 -0.087 0.000
H 0.58428 3.34718 -0.67257 0.050 0.181 -0.956 0.001
H -0.98386 -2.01057 0.04829 -0.640 0.180 0.976 0.003
H -2.33839 -2.25516 2.00233 0.301 0.231 0.458 0.000
H -1.39517 -1.42903 4.08108 0.334 0.047 -0.102 0.000
H 0.86733 -3.08406 -1.04968 -0.259 -0.140 0.201 0.001
H 6.07892 0.01744 2.62105 -0.037 -0.376 0.029 0.000
H 2.82121 -5.75711 2.35629 -0.173 0.060 -0.355 0.000
H 0.48205 3.95242 -3.84314 0.188 0.180 -0.213 0.000
H -3.99823 1.67862 4.23079 -0.056 0.460 -0.265 0.000
H -4.30826 -2.18168 1.41005 -0.566 0.349 -0.201 0.000
H 1.57392 -3.39910 1.13770 0.629 0.147 0.970 0.000
H 3.06129 2.25172 -1.36354 -0.395 -0.008 0.499 0.000
H -3.28135 0.19742 4.65984 0.279 -0.446 -0.258 0.000
H 5.24098 1.54512 1.68229 -0.099 0.501 -0.465 0.000
H -2.04157 -3.14486 5.31790 0.501 -0.688 -0.519 0.000
H 0.68068 -4.84193 1.64677 -0.310 0.071 0.268 0.000
H -3.66521 -1.34246 -0.04669 0.069 0.216 0.065 0.000
H 1.39804 5.13439 -2.05099 0.071 -0.067 0.023 0.000
H 0.71074 -1.82409 -2.20834 -0.004 0.420 0.253 0.002
H 0.44351 2.68910 2.09297 0.203 0.027 -0.194 0.001
H -2.91102 1.55454 -0.74188 0.559 -0.056 -0.022 0.000
H -3.47587 1.69065 0.89462 -0.218 0.073 0.024 0.002
H -0.95184 3.75844 -2.95038 -0.055 0.238 0.614 0.000
H -4.05578 -3.05072 -0.07734 0.433 -0.284 -0.032 0.000
H 3.31369 -1.65593 -5.36217 0.553 -0.246 0.242 0.000
H -2.23245 2.79159 0.37525 0.359 -0.119 -0.201 0.000
H -3.45275 2.03368 -3.28061 0.718 -0.152 -0.328 0.000
H -5.87742 2.29522 -1.99481 -0.246 0.305 -0.194 0.000
H 3.63371 0.86905 1.75891 -0.118 -0.249 0.315 0.000
H 2.67510 -0.38171 -1.07907 0.426 -1.311 0.626 -0.004
H -0.63134 -2.86001 -2.05271 -0.378 -0.153 0.470 0.001
H -1.87320 0.80885 1.71760 1.088 -0.282 0.746 -0.003
H 1.86202 -4.88976 0.39674 0.533 -0.364 -0.048 0.000
H -3.39576 -2.25164 5.12938 -0.691 0.235 -0.252 0.000
H 1.51006 0.24441 -4.83349 -0.023 -0.352 0.355 0.000
```
Forces are in eV/Å.

Its multiplicity is 3. The value obtained for the max |F| is 5.41 eV Å⁻¹. As for the expectation value of S²: 2.00. The calculation puts the HOMO-LUMO gap (spin up / spin down) at 6.13 / 6.13 eV. As for the net charge: -1.

Record 4
The following is a quantum chemistry calculation of a structure of composition C26H26IIrN7O, from OMol25.

Geometry as XYZ:
```
62
Properties=species:S:1:pos:R:3:forces:R:3:nbo_charge:R:1
Ir -0.96879 0.67863 0.41740 -0.169 -0.013 0.137 0.947
I 4.88055 1.00397 0.13182 0.199 0.238 -0.057 -0.852
O 0.14243 2.40894 0.66856 -0.118 0.125 -0.127 -0.723
N 2.72775 -1.43670 0.26496 -0.252 -0.113 -0.015 -0.526
N 0.54636 -0.66103 0.32994 -0.001 -0.019 -0.132 -0.570
N 2.68357 3.88641 -1.11475 0.115 -0.232 0.050 -0.144
N -1.96379 -0.98005 0.22910 0.232 -0.141 0.061 -0.189
N -2.89904 1.42810 0.43939 0.090 0.029 -0.084 -0.434
N -1.26266 -2.16248 0.13281 -0.045 0.129 0.028 -0.361
N 1.93878 3.67300 0.02257 -0.029 0.093 -0.041 -0.220
C 1.18673 2.31241 -1.56272 0.039 0.041 0.025 -0.447
C 2.27554 3.01383 -2.04633 -0.042 0.076 -0.047 0.307
C 2.33800 -2.76200 0.13090 -0.022 0.049 0.056 0.162
C 2.91237 4.58244 3.45938 0.009 -0.004 0.002 -0.196
C 1.79233 6.45992 2.44544 -0.005 0.010 0.016 -0.193
C 0.99392 2.74032 -0.23584 0.023 -0.002 0.026 0.572
C 1.48257 -5.38138 -0.10890 0.022 0.005 0.002 -0.203
C 2.75574 3.84735 2.29320 0.056 0.016 0.019 -0.215
C -3.24660 -0.93406 0.22828 -0.087 0.227 0.034 0.056
C -3.31074 2.68702 0.54927 -0.026 0.039 0.015 0.087
C 1.61774 5.73070 1.28033 -0.018 -0.036 -0.005 -0.238
C 1.85061 -0.46982 0.35767 -0.039 -0.040 0.134 0.364
C 0.96826 -3.04487 0.09756 -0.007 -0.050 0.005 -0.088
C 2.99695 2.87931 -3.33719 0.007 0.001 0.002 -0.667
C -3.81406 0.42348 0.34696 0.126 -0.190 -0.045 0.151
C -5.59526 2.00676 0.46481 -0.044 0.025 0.006 -0.132
C 3.28630 -3.77978 0.04551 -0.023 0.008 -0.023 -0.214
C -5.16938 0.68976 0.35591 0.057 -0.075 0.010 -0.199
C -1.04593 0.55382 2.44438 0.014 -0.144 -0.025 -0.635
C -4.65777 3.01739 0.56382 -0.006 0.019 0.009 -0.229
C 2.85046 -5.07965 -0.07640 -0.017 -0.001 0.006 -0.145
C 2.43443 5.88318 3.53409 -0.001 0.002 -0.011 -0.189
C 0.54852 -4.37713 -0.02292 0.030 0.016 -0.010 -0.159
C 0.02960 -1.94502 0.18782 -0.142 -0.080 0.007 0.432
C 2.10416 4.43275 1.22081 0.006 0.022 0.034 0.169
C 3.97329 4.56500 -1.06889 -0.083 0.015 0.067 -0.433
H -4.95385 4.05209 0.65515 0.005 0.003 -0.001 0.246
H -5.87538 -0.12529 0.28022 -0.011 0.003 -0.001 0.243
H 4.34017 -3.53670 0.07587 0.002 0.002 -0.002 0.243
H -1.06261 -0.48676 2.77024 0.000 0.002 -0.001 0.197
H -6.65188 2.23614 0.47450 -0.003 -0.001 -0.001 0.243
H 3.42517 4.14185 4.30357 -0.002 0.003 0.004 0.230
H 2.26012 0.53046 0.46513 0.004 -0.040 -0.044 0.266
H -3.84357 -1.83317 0.14903 -0.044 0.018 -0.016 0.233
H -1.93149 1.06839 2.81484 -0.004 -0.003 0.021 0.196
H 3.70945 -1.10517 0.25942 0.148 0.028 -0.023 0.470
H -0.51041 -4.58986 -0.04519 -0.006 -0.001 -0.003 0.245
H 2.42659 2.25640 -4.02132 0.002 0.001 -0.001 0.239
H 3.97897 5.24493 -0.22204 -0.008 0.018 -0.020 0.238
H -0.14774 1.04864 2.81066 0.001 0.021 0.001 0.219
H 3.16293 2.84812 2.19337 -0.017 -0.004 -0.018 0.254
H 1.16269 -6.40977 -0.20045 0.002 -0.003 -0.003 0.234
H 1.42690 7.47623 2.50433 0.000 -0.002 0.005 0.225
H -2.53167 3.43386 0.63301 0.009 -0.019 -0.007 0.234
H 4.77197 3.83290 -0.95172 0.020 -0.001 -0.019 0.254
H 2.57002 6.45525 4.44220 -0.002 0.000 0.002 0.227
H 3.16584 3.85016 -3.80222 -0.007 -0.004 -0.018 0.237
H 0.60079 1.59060 -2.10699 0.014 -0.027 0.007 0.232
H 4.08564 5.14191 -1.98342 0.054 -0.020 0.000 0.223
H 1.11454 6.15882 0.42218 0.003 -0.006 -0.001 0.225
H 3.57698 -5.87785 -0.14460 -0.004 -0.008 0.001 0.235
H 3.96630 2.40740 -3.16080 -0.004 -0.004 0.011 0.265
```
Forces are in eV/Å.

The value obtained for the max |F| is 0.32 eV Å⁻¹. The calculation puts the HOMO-LUMO gap at 5.61 eV. The calculation puts the energy above the lowest of the compared OMol25 structures with the same formula, charge and spin at 54.4 kJ/mol. As for the net charge: +1.

Number 1: E_tot -18792.54720 eV. Number 2: E_tot -10881.86360 eV. Number 3: E_tot -101720.29541 eV. Number 4: E_tot -50797.79731 eV.